Record 1
DFT (ωB97M-V/def2-TZVPD) results for a single C5H10N3P molecule.

Element x y z (Å)
C -2.3354 -0.0631 -0.6412
P -1.3029 0.6949 0.7245
C 0.2440 0.1065 0.2032
C 0.9693 -1.0701 0.1882
C 0.3869 -2.5122 0.0881
N 2.3463 -0.7644 0.1248
N 2.4660 0.4895 -0.0098
N 1.2915 1.1117 0.0866
C 1.0941 2.5552 0.1047
H -1.8226 0.4390 -1.5424
H -3.2584 0.3216 -0.4731
H -2.2383 -1.0720 -0.7703
H -1.3909 -0.3519 1.5962
H -0.5840 -2.6610 0.5389
H 0.2736 -2.6301 -1.0384
H 1.0525 -3.2281 0.4623
H 0.3723 2.8443 -0.7617
H 0.4747 2.6311 0.8995
H 1.9612 3.1592 0.2198

Values from the calculation:
Energy relative to the best compared isomer or geometry (same formula, charge and spin) = 31.2 kcal per mole
Highest occupied orbital energy = -9.2 eV
Frontier orbital gap = 9.92 eV



Record 2
DFT (ωB97M-V/def2-TZVPD) results for a molecular structure, C24H31F3Ge2IrNO3S.

Element x y z (Å)
Ir -1.4598 0.8479 0.3313
C -1.9914 -2.9917 0.0853
C -2.3658 -1.5257 0.4385
Ge -2.0042 -0.7390 -1.4411
C -3.5367 -0.6475 -2.5976
C -3.5794 -1.9051 -3.4784
C -0.4131 -1.3874 -2.1887
C 0.8009 -0.9629 -1.7977
Ge 0.9076 0.6630 -0.6862
C 1.9345 0.4624 0.9329
C 3.4542 0.4158 0.7297
C 1.2157 2.3112 -1.6812
C 2.5647 2.4303 -2.3999
C 2.0474 -1.6449 -2.2108
C 3.2759 -0.9768 -2.2125
C 4.4300 -1.6158 -2.6279
C 4.3750 -2.9508 -3.0251
C 3.1598 -3.6346 -2.9997
C 2.0047 -2.9920 -2.5989
H -2.2439 -3.6075 0.9478
H -0.9296 -3.1017 -0.1251
H -2.5509 -3.3671 -0.7729
H -1.8559 -1.3092 1.3639
H -3.4225 -1.3627 0.6484
H -3.4199 0.2633 -3.1856
H -4.4388 -0.5353 -1.9978
H -2.7140 -1.9698 -4.1373
H -4.4676 -1.8632 -4.1077
H -3.6400 -2.8236 -2.8940
H -0.5053 -2.1467 -2.9672
H 1.5791 -0.4263 1.4549
H 1.6662 1.3161 1.5590
H 3.7697 -0.4774 0.1916
H 3.9337 0.3983 1.7090
H 3.8314 1.2900 0.2002
H 1.1005 3.1139 -0.9531
H 0.4113 2.4189 -2.4041
H 3.4163 2.3544 -1.7238
H 2.6144 3.4120 -2.8716
H 2.6765 1.6905 -3.1915
H 3.3345 0.0608 -1.9104
H 5.3686 -1.0783 -2.6437
H 5.2745 -3.4583 -3.3474
H 3.1167 -4.6760 -3.2903
H 1.0774 -3.5502 -2.5674
F -4.2670 4.2751 -1.9711
C -3.2319 4.3832 -1.1697
F -3.6080 4.5917 0.0719
F -2.3987 5.3088 -1.5800
S -2.3101 2.7632 -1.2450
O -3.1375 1.6446 -0.6206
O -1.8971 2.5272 -2.5867
O -1.2331 2.8781 -0.1980
N -0.7778 0.4768 2.2278
C -0.6797 0.5176 3.3740
C -0.5438 0.5652 4.7880
C -0.5745 -0.6226 5.5264
C -0.4375 -0.5581 6.8978
C -0.2751 0.6738 7.5224
C -0.2461 1.8516 6.7837
C -0.3790 1.8075 5.4107
H -0.7016 -1.5740 5.0265
H -0.4572 -1.4659 7.4849
H -0.1698 0.7170 8.5984
H -0.1193 2.8028 7.2815
H -0.3574 2.7151 4.8216

Values from the calculation:
Energy relative to the best compared isomer or geometry (same formula, charge and spin) = 29.5 kcal per mole
Highest occupied orbital energy = -13.9 eV
Frontier orbital gap = 5.98 eV
Charge = +2



Record 3
DFT (ωB97M-V/def2-TZVPD) results for 8 unconnected molecules or ions with the total composition C38H86BN3O11.

Element x y z (Å)
H -1.9151 0.4016 1.3497
N -2.0832 1.3919 1.5274
C -1.6770 2.1089 0.5555
C -1.8538 3.6044 0.6319
C -1.0425 1.5548 -0.7013
C 0.5013 1.8259 -0.8019
B 0.6836 2.9767 -1.8723
C 0.0447 2.9074 -3.3104
O 1.4375 4.0662 -1.5114
N 1.0041 2.2381 0.5481
C 1.4665 1.0727 1.1954
O 2.0997 1.0732 2.2237
C 1.1034 -0.1470 0.3393
C 1.9044 -1.3845 0.7944
C 1.1636 -2.6978 0.6860
C 0.8163 -3.3059 -0.6495
N 0.8160 -3.2402 1.7872
H 0.2935 -4.1011 1.6241
C 1.3349 0.5310 -1.0391
C 1.1671 -0.2329 -2.3406
C 2.4103 -1.0345 -2.7389
C 3.6006 -0.1336 -3.1000
C 4.9016 -0.8941 -3.0632
O 5.1128 -1.8887 -3.7022
O 5.8561 -0.3597 -2.2473
C 5.6490 -0.7414 -0.8611
C 6.8528 -0.3314 -0.0649
H -1.4370 3.9171 1.5915
H -1.2852 4.1243 -0.1405
H -2.9096 3.8758 0.6225
H -1.2842 0.4921 -0.7818
H -1.5560 2.0305 -1.5429
H -0.3471 1.9233 -3.5552
H -0.8317 3.5712 -3.2980
H 0.7151 3.2967 -4.0778
H 1.2468 4.8279 -2.0702
H 1.7975 2.8630 0.4220
H 0.0553 -0.4263 0.4774
H 2.0893 -1.2569 1.8614
H 2.8839 -1.3993 0.3072
H 1.7062 -3.4596 -1.2627
H 0.1007 -2.6978 -1.2058
H 0.3606 -4.2860 -0.4998
H 2.3650 0.8999 -0.9490
H 0.9589 0.4434 -3.1710
H 0.3090 -0.9057 -2.2701
H 2.7091 -1.7427 -1.9668
H 2.1851 -1.6401 -3.6199
H 3.4837 0.2464 -4.1190
H 3.6987 0.7319 -2.4462
H 4.7384 -0.2629 -0.4853
H 5.5238 -1.8280 -0.8295
H 7.7523 -0.8666 -0.3735
H 6.6805 -0.6106 0.9796
H 7.0356 0.7398 -0.0705
C -3.6537 -6.0572 3.1383
C -2.7150 -4.8663 3.0326
C -3.4734 -3.5526 2.9266
O -1.8388 -5.0192 1.9115
H -4.2808 -6.1229 2.2448
H -3.0945 -6.9859 3.2109
H -4.3044 -5.9767 4.0076
H -2.0607 -4.8363 3.9047
H -4.0985 -3.5480 2.0285
H -2.7797 -2.7143 2.8542
H -4.1180 -3.3973 3.7926
H -2.3816 -5.0510 1.1167
C 9.4808 0.2028 -3.2456
C 9.6628 -1.2624 -3.6081
C 8.9009 -1.6227 -4.8750
O 9.2404 -2.0943 -2.5300
H 8.4252 0.4150 -3.0544
H 10.0343 0.4456 -2.3376
H 9.8240 0.8570 -4.0491
H 10.7240 -1.4753 -3.7472
H 7.8297 -1.4579 -4.7297
H 9.0428 -2.6756 -5.1189
H 9.2326 -1.0200 -5.7224
H 8.2995 -1.9273 -2.3962
C -4.7452 7.1890 2.8792
C -4.4862 6.4203 1.5914
C -5.1865 7.0704 0.4067
O -4.8980 5.0656 1.7312
H -5.8138 7.1947 3.1073
H -4.2321 6.7139 3.7159
H -4.4011 8.2219 2.8017
H -3.4113 6.3830 1.4009
H -6.2682 7.0759 0.5651
H -4.9886 6.5102 -0.5079
H -4.8554 8.1004 0.2634
H -5.8471 5.0507 1.9108
C 7.4107 5.1797 1.6476
C 7.1877 4.2414 0.4718
C 5.9653 4.6431 -0.3401
O 7.0588 2.8946 0.9263
H 6.5520 5.1500 2.3238
H 8.2904 4.8777 2.2158
H 7.5479 6.2087 1.3128
H 8.0694 4.2459 -0.1706
H 5.0665 4.5981 0.2817
H 5.8234 3.9610 -1.1793
H 6.0625 5.6578 -0.7284
H 6.2857 2.8487 1.5005
C -2.1658 0.1124 -7.1615
C -1.2196 -0.0254 -5.9796
C -0.7236 -1.4543 -5.8182
O -1.8528 0.4187 -4.7787
H -3.0484 -0.5163 -7.0153
H -2.5059 1.1431 -7.2607
H -1.6828 -0.1867 -8.0924
H -0.3663 0.6413 -6.1177
H -1.5641 -2.1287 -5.6322
H -0.0439 -1.5301 -4.9680
H -0.2012 -1.7971 -6.7119
H -2.6168 -0.1457 -4.6187
C -6.4035 -9.1881 5.5701
C -6.3600 -9.0262 4.0583
C -6.8250 -10.2875 3.3467
O -5.0451 -8.6674 3.6339
H -5.7360 -9.9954 5.8837
H -6.0714 -8.2741 6.0627
H -7.4111 -9.4235 5.9154
H -6.9947 -8.1887 3.7643
H -6.1699 -11.1265 3.5969
H -6.7904 -10.1513 2.2658
H -7.8440 -10.5519 3.6323
H -4.4535 -9.3879 3.8774
C -7.9735 3.4437 5.5685
C -7.7609 3.3765 4.0644
C -7.3864 1.9741 3.6107
O -6.7570 4.3098 3.6629
H -7.0535 3.1720 6.0929
H -8.2420 4.4555 5.8727
H -8.7633 2.7625 5.8871
H -8.6718 3.6938 3.5544
H -6.4491 1.6614 4.0779
H -7.2396 1.9470 2.5310
H -8.1609 1.2533 3.8765
H -5.9234 4.0668 4.0816

Values from the calculation:
Energy relative to the best compared isomer or geometry (same formula, charge and spin) = 0.0 kcal per mole
Highest occupied orbital energy = -9.4 eV
Frontier orbital gap = 9.64 eV



Record 4
DFT (ωB97M-V/def2-TZVPD) results for a single C5H6OS2 molecule.

Element x y z (Å)
C -2.3486 0.4476 1.1477
S -1.2217 1.4042 0.3951
O -0.7235 2.5671 1.0851
C 0.1511 0.3911 -0.3791
C 0.4912 -0.8109 0.1970
C 1.6469 -1.3133 -0.3846
C 2.0987 -0.6447 -1.4409
S 1.0531 0.6888 -1.7663
H -2.3511 0.4736 2.2574
H -2.0339 -0.5343 0.7629
H -1.8701 1.8087 -0.6827
H 0.1105 -1.1733 1.0350
H 2.0758 -2.2980 -0.1359
H 2.9217 -1.0066 -2.0907

Values from the calculation:
Energy relative to the best compared isomer or geometry (same formula, charge and spin) = 102.1 kcal per mole
Highest occupied orbital energy = -8.5 eV
Frontier orbital gap = 8.66 eV



Record 5
DFT (ωB97M-V/def2-TZVPD) results for a molecular structure, C9H23CuFN4O2S.

Element x y z (Å)
C -2.0633 -2.5212 0.6622
C -2.7014 -2.4760 -0.7349
C -3.1014 -1.0721 -1.2318
C -2.2868 -0.4802 -2.3950
C -0.7802 -0.7869 -2.4134
C 0.0691 -0.3259 -1.1873
C -0.5054 0.8014 -0.3256
N 0.5682 1.5109 0.3860
C 1.2055 0.7036 1.4719
C 2.7791 0.8466 1.6079
N 3.0274 1.1508 3.0077
N 3.3610 1.8394 0.7345
N 3.4497 -0.4176 1.3310
S 0.0094 2.9318 1.0284
O 1.0941 3.6070 1.6365
O -1.2492 2.7615 1.6558
F -0.2815 3.6519 -0.3278
H -2.3368 -1.6427 1.2502
H -2.3972 -3.3917 1.2244
H -0.9717 -2.5738 0.6313
H -3.5935 -3.1010 -0.7269
H -2.0345 -2.9580 -1.4552
H -4.1386 -1.0965 -1.5666
H -3.0921 -0.3755 -0.3913
H -2.4181 0.6030 -2.4188
H -2.6827 -0.8451 -3.3444
H -0.4039 -0.3068 -3.3362
H -0.6608 -1.8723 -2.5386
H 0.2697 -1.1931 -0.5539
H 1.0815 0.1135 -1.4815
H -1.0141 1.5124 -0.9760
H -1.2366 0.3860 0.3707
H 0.9580 -0.3353 1.2651
H 0.7603 0.9408 2.4396
H 3.1897 2.1438 3.1339
H 3.8888 0.6899 3.2791
H 3.0133 2.7644 0.9559
H 3.1579 1.6676 -0.2426
H 3.0418 -1.1805 1.8593
H 3.4524 -0.6542 0.3472
Cu 1.5728 -1.0198 -2.6308

Values from the calculation:
Highest occupied orbital energy = -12.3 eV
Frontier orbital gap = 6.15 eV
Charge = +1



Record 6
DFT (ωB97M-V/def2-TZVPD) results for 2 unconnected molecules or ions with the total composition C4H6F2S.

Element x y z (Å)
C -2.8286 -0.7776 -0.6618
C -1.9923 -0.0416 0.0428
F -0.8889 -0.4854 0.6185
F -2.1332 1.2504 0.2791
H -3.7071 -0.3284 -1.0987
H -2.6304 -1.8342 -0.8066
C 2.6435 -0.8199 0.0179
C 1.1897 -0.6792 0.2668
S 1.9910 0.8299 -0.3164
H 2.9549 -1.3839 -0.8448
H 3.3029 -0.9002 0.8785
H 0.5040 -1.1474 -0.4331
H 0.8454 -0.6605 1.2949

Values from the calculation:
Energy relative to the best compared isomer or geometry (same formula, charge and spin) = 44.5 kcal per mole
Highest occupied orbital energy = -8.6 eV
Frontier orbital gap = 9.49 eV